No. 1
Formula: C4H6F2S2
Source: OMol25
Level of theory: the ωB97M-V functional and the def2-TZVPD basis

Geometry as ORCA input:
```
! wB97M-V def2-TZVPD RIJCOSX def2/J DEFGRID3
* xyz 0 1
F -0.296 2.364 -0.034
C -1.343 1.408 -0.430
C -1.177 0.160 0.514
C -2.434 -0.679 0.602
F -2.808 -1.217 -0.605
S 0.303 -0.830 -0.109
C 1.704 0.078 0.306
S 3.204 -0.343 -0.097
H -2.404 1.808 -0.223
H -1.111 1.044 -1.516
H -1.112 0.542 1.584
H -2.276 -1.513 1.347
H -3.245 -0.095 0.901
H 1.482 0.849 0.991
*
```

Output
Energy, eV: -31349.2075
Largest force on an atom, eV Å⁻¹: 2.58
SMILES: FCC(CF)SC=S

=====

No. 2
Formula: C29H47Cl5N5PRhSi
Source: OMol25
Level of theory: the ωB97M-V functional and the def2-TZVPD basis

Geometry as ORCA input:
```
! wB97M-V def2-TZVPD RIJCOSX def2/J DEFGRID3
* xyz 1 5
Rh -0.419 -0.324 -0.330
Cl -1.293 1.540 2.879
C 0.321 0.962 2.621
C 0.679 0.379 1.416
C 1.951 -0.144 1.335
Cl 2.342 -0.937 -0.184
C 2.882 -0.123 2.362
Cl 4.431 -0.825 2.167
C 2.503 0.488 3.559
Cl 3.609 0.556 4.863
C 1.219 1.026 3.688
Cl 0.753 1.740 5.176
C -3.882 -1.068 1.252
C -3.519 -1.968 0.059
C -4.516 -3.136 0.019
C -3.750 -1.148 -1.222
Si -1.671 -2.529 0.219
C -1.133 -3.761 -1.169
C -1.746 -3.374 -2.523
C 0.394 -3.760 -1.359
C -1.577 -5.201 -0.863
C -1.202 -3.174 1.978
C 0.193 -3.820 1.983
C -2.233 -4.239 2.404
C -1.164 -2.106 3.081
H -4.865 -0.617 1.083
H -3.161 -0.260 1.415
H -3.949 -1.625 2.186
H -5.532 -2.734 -0.055
H -4.477 -3.755 0.913
H -4.364 -3.780 -0.848
H -4.709 -0.621 -1.154
H -3.799 -1.768 -2.114
H -2.969 -0.403 -1.410
H -1.590 -2.322 -2.766
H -2.816 -3.575 -2.568
H -1.276 -3.969 -3.311
H 0.767 -2.769 -1.619
H 0.653 -4.433 -2.182
H 0.943 -4.092 -0.481
H -2.651 -5.287 -0.701
H -1.069 -5.621 0.003
H -1.325 -5.832 -1.720
H 0.251 -4.727 1.384
H 0.441 -4.099 3.011
H 0.967 -3.129 1.641
H -2.401 -5.016 1.659
H -3.195 -3.795 2.658
H -1.861 -4.730 3.308
H -0.293 -1.464 2.966
H -1.066 -2.608 4.047
H -2.050 -1.478 3.131
C -4.453 3.760 0.221
C -3.050 3.298 0.034
C -1.846 3.957 0.119
C -0.857 2.989 -0.115
N -1.425 1.799 -0.337
N -2.756 2.018 -0.251
C 0.618 3.210 -0.074
H -4.549 4.804 -0.066
H -4.751 3.668 1.266
H -5.148 3.177 -0.383
H -1.693 5.001 0.323
H -3.400 1.249 -0.329
H 0.933 3.924 -0.836
H 1.168 2.283 -0.206
H 0.895 3.630 0.894
C -0.354 2.092 -5.148
N 0.984 1.967 -4.575
C 1.668 0.846 -5.218
N 0.938 -0.414 -5.118
C -0.409 -0.229 -5.659
N -1.149 0.871 -5.040
C -1.500 0.577 -3.656
P 0.017 0.279 -2.637
C 0.931 1.817 -3.129
C 0.901 -0.910 -3.747
H -0.245 2.331 -6.207
H -0.882 2.912 -4.659
H 2.659 0.726 -4.777
H 1.785 1.087 -6.275
H -0.974 -1.155 -5.537
H -0.318 -0.016 -6.725
H -2.164 -0.288 -3.618
H -2.035 1.424 -3.217
H 1.940 1.784 -2.713
H 0.414 2.673 -2.696
H 0.417 -1.886 -3.719
H 1.921 -1.038 -3.372
*
```

Output
Energy, eV: -121065.3902
Largest force on an atom, eV Å⁻¹: 0.68
Expectation value of S²: 6.007

=====

No. 3
Formula: C46H35IrN3O2P2SSe
Source: OMol25
Level of theory: the ωB97M-V functional and the def2-TZVPD basis

Geometry as ORCA input:
```
! wB97M-V def2-TZVPD RIJCOSX def2/J DEFGRID3
* xyz 1 1
Ir 0.584 -0.141 0.355
O 0.167 4.346 -0.397
S -0.241 2.949 -0.460
C -0.880 2.699 -2.145
C -1.369 3.784 -2.849
C -1.972 3.593 -4.081
C -2.081 2.311 -4.598
C -1.531 1.235 -3.924
C -0.895 1.425 -2.696
P 0.145 0.103 -1.982
C 1.676 0.379 -2.921
C 1.679 0.546 -4.302
C 2.876 0.719 -4.968
C 4.072 0.735 -4.267
C 4.069 0.583 -2.890
C 2.875 0.409 -2.216
C -0.612 -1.371 -2.735
C 0.073 -2.249 -3.565
C -0.555 -3.397 -4.017
C -1.858 -3.676 -3.644
C -2.540 -2.811 -2.803
C -1.920 -1.664 -2.346
C -1.889 2.889 0.336
C -2.908 3.738 -0.046
C -4.114 3.716 0.638
C -4.296 2.841 1.698
C -3.268 2.004 2.094
C -2.050 2.030 1.420
P -0.587 1.117 2.002
C -1.217 -0.049 3.235
C -0.656 -0.187 4.500
C -1.060 -1.229 5.318
C -1.992 -2.150 4.868
C -2.560 -2.012 3.610
C -2.176 -0.966 2.796
C 0.257 2.451 2.888
C 1.499 2.897 2.457
C 2.133 3.919 3.142
C 1.529 4.483 4.252
C 0.279 4.051 4.669
C -0.368 3.039 3.985
H -1.239 4.771 -2.431
H -2.361 4.437 -4.629
H -2.566 2.151 -5.549
H -1.592 0.244 -4.350
H 0.750 0.543 -4.854
H 2.878 0.842 -6.041
H 5.003 0.875 -4.796
H 4.997 0.603 -2.342
H 2.861 0.296 -1.135
H 1.093 -2.042 -3.852
H -0.014 -4.081 -4.651
H -2.339 -4.575 -3.996
H -3.549 -3.034 -2.493
H -2.443 -0.979 -1.689
H -2.761 4.427 -0.862
H -4.907 4.386 0.342
H -5.239 2.820 2.226
H -3.403 1.338 2.936
H 0.093 0.515 4.842
H -0.629 -1.334 6.302
H -2.279 -2.979 5.496
H -3.288 -2.726 3.256
H -2.608 -0.847 1.808
H 1.974 2.424 1.605
H 3.103 4.258 2.818
H 2.039 5.257 4.805
H -0.190 4.500 5.531
H -1.344 2.694 4.302
Se -0.543 -2.535 0.596
C 0.527 -3.542 -0.594
C 0.139 -4.838 -0.931
C 0.948 -5.609 -1.743
C 2.146 -5.101 -2.224
C 2.521 -3.802 -1.912
C 1.717 -3.025 -1.104
H -0.789 -5.231 -0.543
H 0.650 -6.614 -1.994
H 2.790 -5.718 -2.830
H 3.443 -3.393 -2.299
H 2.018 -2.013 -0.845
N 2.249 -2.962 2.324
C 2.355 -1.614 2.443
O 2.410 -0.893 1.413
C 2.386 -1.087 3.769
C 2.723 0.241 4.015
N 3.028 1.329 4.234
C 2.190 -1.916 4.873
N 1.995 -2.616 5.766
H 2.419 -3.395 1.429
H 2.321 -3.538 3.148
*
```

Output
Energy, eV: -154425.8869
Largest force on an atom, eV Å⁻¹: 3.08

=====

No. 4
Formula: C28H28N4O2W
Source: OMol25
Level of theory: the ωB97M-V functional and the def2-TZVPD basis

Geometry as ORCA input:
```
! wB97M-V def2-TZVPD RIJCOSX def2/J DEFGRID3
* xyz 2 3
W -1.048 0.982 -0.196
C -1.569 3.110 -1.119
C -0.479 2.690 -1.877
C -0.509 1.401 -2.430
C -1.747 0.669 -2.492
C -2.881 1.164 -1.876
C -2.749 2.298 -1.046
H -1.522 4.052 -0.593
H 0.426 3.280 -1.908
H 0.363 0.998 -2.922
H -1.769 -0.286 -2.999
H -3.805 0.603 -1.890
H -3.584 2.623 -0.443
O -3.001 -4.098 -1.004
C -1.817 -4.093 -1.623
C -1.507 -5.221 -2.391
C -0.308 -5.303 -3.059
C 0.624 -4.261 -2.991
C 0.326 -3.149 -2.245
C -0.890 -3.035 -1.548
C -1.165 -1.831 -0.778
O -0.268 -0.848 -0.794
N -2.260 -1.699 -0.088
N -2.328 -0.459 0.531
C -1.543 -0.296 1.620
C -1.841 0.900 2.432
C -2.122 0.982 3.783
C -2.490 2.221 4.282
C -2.555 3.317 3.429
C -2.206 3.163 2.103
N -1.829 1.971 1.624
H -3.103 -3.297 -0.457
H -2.236 -6.019 -2.435
H -0.088 -6.185 -3.645
H 1.560 -4.335 -3.526
H 1.026 -2.327 -2.195
H -0.988 -1.140 2.015
H -2.088 0.102 4.409
H -2.744 2.332 5.327
H -2.862 4.287 3.792
H -2.205 4.001 1.422
C 4.386 -1.722 0.243
N 3.155 -1.056 -0.105
C 3.020 -0.488 -1.424
C 2.118 -0.793 0.871
C 2.004 0.714 1.107
C 3.108 1.263 1.760
C 3.169 2.604 2.087
C 2.084 3.404 1.771
C 0.982 2.845 1.143
C 0.881 1.495 0.752
H 4.718 -2.337 -0.592
H 4.247 -2.316 1.141
H 5.152 -0.957 0.425
H 3.428 -1.180 -2.160
H 3.597 0.443 -1.465
H 1.969 -0.276 -1.606
H 2.377 -1.326 1.783
H 1.190 -1.176 0.444
H 3.930 0.617 2.051
H 4.034 3.011 2.593
H 2.084 4.455 2.024
H 0.148 3.510 0.956
*
```

Output
Energy, eV: -41354.6558
Largest force on an atom, eV Å⁻¹: 0.52
Expectation value of S²: 2.024

=====

No. 5
Formula: C12H30MnO6
Source: OMol25
Level of theory: the ωB97M-V functional and the def2-TZVPD basis

Geometry as ORCA input:
```
! wB97M-V def2-TZVPD RIJCOSX def2/J DEFGRID3
* xyz 0 6
Mn -0.162 -0.143 0.046
C -1.385 -0.298 4.402
C -0.590 -0.827 3.244
O -1.082 -0.547 1.964
H -2.423 -0.630 4.408
H -1.214 0.775 4.497
H -0.987 -0.713 5.328
H -0.425 -1.883 3.458
H 0.435 -0.464 3.317
C -3.087 0.822 -2.859
C -2.796 1.319 -1.430
O -2.248 0.411 -0.531
H -2.237 0.385 -3.382
H -3.534 1.568 -3.517
H -3.689 -0.086 -2.811
H -3.622 1.843 -0.949
H -2.129 2.137 -1.701
C 1.426 -0.011 -2.811
O 1.019 0.583 -1.587
C 1.616 1.858 -1.386
C 0.750 2.673 -0.468
O 0.331 1.857 0.617
C 0.073 2.650 1.788
H 1.025 -1.006 -3.004
H 2.507 -0.105 -2.910
H 1.100 0.619 -3.639
H 1.523 2.356 -2.352
H 2.670 1.822 -1.112
H -0.135 3.120 -0.920
H 1.320 3.525 -0.098
H 0.905 3.322 1.999
H -0.019 1.993 2.653
H -0.771 3.331 1.677
C 2.790 -0.541 1.446
O 1.592 -0.922 0.731
C 1.755 -2.247 0.210
C 0.504 -2.859 -0.228
O -0.241 -1.903 -0.960
C -1.141 -2.527 -1.846
H 2.889 0.543 1.409
H 3.649 -0.958 0.920
H 2.765 -0.832 2.496
H 2.156 -2.965 0.926
H 2.478 -2.091 -0.592
H -0.044 -3.080 0.688
H 0.810 -3.728 -0.811
H -0.605 -2.952 -2.695
H -1.873 -1.793 -2.184
H -1.650 -3.401 -1.442
*
```

Output
Energy, eV: -56531.4415
Largest force on an atom, eV Å⁻¹: 5.44
Expectation value of S²: 8.753

=====

No. 6
Formula: C32H21BiClF6N3O6S3Si
Source: OMol25
Level of theory: the ωB97M-V functional and the def2-TZVPD basis

Geometry as ORCA input:
```
! wB97M-V def2-TZVPD RIJCOSX def2/J DEFGRID3
* xyz -2 1
Bi 1.857 0.902 -0.206
F 3.456 0.550 -3.244
C 2.930 -0.150 -4.234
F 3.001 0.561 -5.367
F 3.626 -1.271 -4.396
S 1.143 -0.606 -3.882
O 0.969 -0.367 -2.459
O 1.054 -1.961 -4.331
N 0.269 0.351 -4.800
S -0.018 1.812 -4.225
O -1.317 1.975 -3.641
O 1.117 2.425 -3.581
C -0.151 2.695 -5.828
F 0.982 2.610 -6.528
F -1.152 2.203 -6.567
F -0.403 3.985 -5.581
Cl 4.751 -4.459 -2.075
C 3.442 -3.372 -1.496
C 3.929 -2.040 -0.900
O 5.051 -1.611 -1.162
O 3.016 -1.493 -0.185
H 2.867 -3.910 -0.752
H 2.802 -3.152 -2.346
C -0.388 -5.042 -0.573
C 0.253 -4.984 0.658
C 0.574 -3.754 1.223
C 0.247 -2.557 0.581
C -0.425 -2.636 -0.643
C -0.729 -3.862 -1.223
Si 0.657 -0.886 1.372
C -1.044 -0.331 2.061
C -1.164 0.827 2.837
C -2.373 1.203 3.406
C -3.514 0.436 3.198
C -3.427 -0.710 2.419
C -2.206 -1.088 1.863
C 1.679 -1.255 2.931
C 3.075 -1.381 2.889
C 3.802 -1.678 4.037
C 3.153 -1.858 5.252
C 1.772 -1.740 5.314
C 1.046 -1.436 4.166
H -0.613 -6.001 -1.027
H 0.519 -5.901 1.175
H 1.093 -3.724 2.176
H -0.709 -1.725 -1.161
H -1.216 -3.891 -2.192
H -0.301 1.450 3.019
H -2.420 2.105 4.009
H -4.462 0.732 3.635
H -4.309 -1.319 2.245
H -2.164 -1.996 1.272
H 3.590 -1.262 1.942
H 4.882 -1.765 3.980
H 3.723 -2.082 6.148
H 1.256 -1.879 6.258
H -0.033 -1.336 4.233
N -7.010 5.952 -0.956
C -6.005 5.401 -0.842
C -4.744 4.714 -0.695
C -3.752 4.851 -1.667
C -2.544 4.197 -1.521
C -2.304 3.395 -0.400
C -3.306 3.254 0.565
C -4.515 3.906 0.420
C -1.052 2.716 -0.250
C 0.000 2.134 -0.114
H -3.941 5.471 -2.534
H -1.775 4.275 -2.277
H -3.117 2.621 1.424
H -5.294 3.795 1.163
S 3.096 2.267 1.792
C 1.965 3.058 2.745
N 1.256 3.644 3.454
*
```

Output
Energy, eV: -125333.2738
Largest force on an atom, eV Å⁻¹: 0.93

=====

No. 7
Formula: C3H10NS
Source: OMol25
Level of theory: the ωB97M-V functional and the def2-TZVPD basis

Geometry as ORCA input:
```
! wB97M-V def2-TZVPD RIJCOSX def2/J DEFGRID3
* xyz -1 1
C -2.515 -1.015 -1.440
S -2.926 0.779 -1.425
H -1.659 -1.162 -0.770
H -2.177 -1.472 -2.380
H -3.294 -1.641 -0.989
C 2.037 -0.464 0.901
N 0.938 0.101 0.146
C 0.455 1.352 0.697
H 2.997 -0.470 0.385
H 1.877 -1.484 1.284
H 2.153 0.082 1.844
H 1.197 0.260 -0.816
H 0.019 1.179 1.681
H 1.190 2.165 0.843
H -0.292 1.791 0.039
*
```

Output
Energy, eV: -15598.2664
Largest force on an atom, eV Å⁻¹: 1.08

=====

No. 8
Formula: C37H53CrN4O2P2
Source: OMol25
Level of theory: the ωB97M-V functional and the def2-TZVPD basis

Geometry as ORCA input:
```
! wB97M-V def2-TZVPD RIJCOSX def2/J DEFGRID3
* xyz 1 5
C 2.831 0.389 0.919
C 1.891 2.444 0.211
C 4.113 0.923 0.892
C 3.156 3.056 0.382
C 4.270 2.296 0.683
H 4.956 0.262 1.075
H 3.216 4.125 0.196
H 5.257 2.752 0.748
N 1.749 1.112 0.566
P 1.008 -1.187 2.266
P -0.580 2.200 -1.038
C 2.597 -1.057 1.338
H 2.545 -1.697 0.446
H 3.429 -1.430 1.950
C 0.777 3.106 -0.368
H 0.870 4.177 -0.544
C -0.136 1.980 -2.908
C -2.074 3.393 -0.891
C 0.633 -3.058 2.295
C 1.566 -0.520 3.974
C -0.973 0.837 -3.505
H -2.050 0.914 -3.314
H -0.833 0.835 -4.598
H -0.643 -0.138 -3.126
C -0.337 3.269 -3.716
H -1.384 3.581 -3.788
H 0.267 4.093 -3.315
H 0.014 3.080 -4.744
C 1.353 1.629 -3.013
H 1.593 1.413 -4.066
H 1.990 2.458 -2.684
H 1.609 0.742 -2.430
C -3.219 2.875 -1.774
H -3.450 1.822 -1.562
H -4.123 3.466 -1.557
H -3.016 2.968 -2.848
C -2.559 3.399 0.562
H -2.915 2.416 0.889
H -1.788 3.753 1.254
H -3.409 4.097 0.632
C -1.710 4.841 -1.252
H -1.400 4.970 -2.292
H -2.609 5.458 -1.105
H -0.925 5.234 -0.597
C 0.389 -0.698 4.947
H 0.673 -0.259 5.917
H -0.512 -0.173 4.601
H 0.147 -1.755 5.125
C 1.922 0.973 3.867
H 2.822 1.130 3.259
H 1.113 1.579 3.461
H 2.138 1.342 4.882
C 2.832 -1.189 4.536
H 3.010 -0.762 5.536
H 2.744 -2.269 4.664
H 3.720 -0.974 3.927
C 0.698 -3.631 0.872
H 1.693 -3.539 0.421
H 0.464 -4.707 0.925
H -0.033 -3.169 0.201
C -0.792 -3.273 2.827
H -1.543 -2.866 2.139
H -0.965 -4.356 2.919
H -0.951 -2.826 3.816
C 1.643 -3.824 3.163
H 2.683 -3.600 2.889
H 1.493 -3.640 4.235
H 1.489 -4.903 3.004
Cr -0.171 0.308 0.588
C -0.759 1.326 2.059
O -1.201 1.908 2.985
N 0.324 -0.937 -0.885
C 1.008 -1.438 -1.708
C 1.680 -2.169 -2.698
C 1.166 -3.423 -3.105
C 2.855 -1.663 -3.311
C 1.795 -4.132 -4.127
H 0.271 -3.811 -2.612
C 3.455 -2.374 -4.349
H 3.274 -0.716 -2.963
C 2.928 -3.604 -4.758
H 1.394 -5.100 -4.434
H 4.339 -1.962 -4.840
H 3.406 -4.156 -5.570
N -6.138 -0.910 -2.006
C -4.801 -0.630 -1.937
O -4.151 -0.251 -2.917
C -4.161 -0.830 -0.603
C -4.846 -1.127 0.591
C -4.144 -1.056 1.792
C -2.805 -0.671 1.788
N -2.139 -0.441 0.636
C -2.776 -0.610 -0.546
H -6.604 -0.684 -2.872
H -6.718 -0.947 -1.181
H -5.896 -1.414 0.578
H -4.620 -1.264 2.747
H -2.254 -0.558 2.722
H -2.145 -0.553 -1.441
*
```

Output
Energy, eV: -96278.5665
Largest force on an atom, eV Å⁻¹: 8.70
Expectation value of S²: 6.044

=====

- Number 7 is which compound?
  C3H10NS

=====

- energy of number 1 (C4H6F2S2)?
  -31349.2075 eV

=====

- Among the records above, which one has the highest energy?
  C3H10NS

=====

- Look up the energy of the sixth one.
  -125333.2738 eV